[1]
The following is a quantum chemistry calculation of C2H4HgO2 as an isolated structure in a non-equilibrium geometry, from the OMol25 dataset.

Atoms and positions in Å:
Hg 2.029 0.374 -0.095
O 0.323 1.447 0.086
O 0.700 -1.022 0.003
C -0.846 0.796 -0.032
C -0.650 -0.610 -0.115
H -1.210 -1.077 -0.933
H 0.807 -1.981 0.015
H 0.214 2.407 0.144
H -1.366 -0.334 0.928

Properties
Net charge ... +2
Relative energy (zero: lowest compared OMol25 entry of this formula, charge and spin) ... 0.0000 eV

Here are the Mulliken charges for atoms 1 to 6, given in e: atom 1 (Hg): 1.4460, atom 2 (O): -0.4618, atom 3 (O): -0.4914, atom 4 (C): -0.4238, atom 5 (C): 0.2960, atom 6 (H): 0.4783

[2]
The following is a quantum chemistry calculation of a 2-piece molecular cluster, C32H62N2O5P overall in a non-equilibrium geometry, from the OMol25 dataset.

Atoms and positions in Å:
P 0.827 5.968 0.745
O 1.437 3.169 0.703
O 2.340 -0.309 0.362
O 2.098 6.696 3.433
O 0.837 -3.818 0.592
O -1.463 -8.252 -1.263
N -1.789 7.203 0.582
N -1.862 -9.184 -2.242
C -3.116 -11.444 -0.788
C -1.081 -10.448 -2.013
C 0.149 5.634 -1.007
C -1.315 4.103 -2.684
C 1.682 -2.723 0.075
C 2.383 9.774 2.053
C 3.144 10.334 4.694
C 2.081 4.491 0.656
C -4.065 -7.906 -2.154
C -1.600 -11.255 -0.789
C -0.962 5.301 -3.747
C 0.465 -6.360 0.195
C -3.898 -9.957 -3.473
C 2.377 9.298 3.628
C 0.095 5.349 2.396
C 3.818 11.773 4.175
C 1.483 -5.054 0.115
C 1.779 -1.432 1.130
C 3.058 11.212 1.534
C -3.839 -10.114 -0.943
C -0.571 2.711 -3.131
C 1.342 0.736 0.086
C 3.765 12.248 2.593
C -1.049 4.519 -1.094
C -1.134 -11.337 -3.289
C 0.489 5.488 5.123
C 1.668 7.888 4.180
C 0.446 -10.181 -1.807
C -3.356 -9.300 -2.173
C 1.200 5.549 3.635
C 2.024 2.223 -0.260
C -0.332 7.486 0.874
H 0.536 0.421 -0.735
H 1.907 9.114 1.213
H 1.015 -7.255 -0.331
H 0.505 8.098 4.136
H -0.227 4.224 2.414
H -3.882 -7.350 -1.228
H 2.453 -5.330 0.710
H -3.736 -7.285 -2.996
H -0.408 6.273 5.142
H -1.116 -12.239 -0.754
H -0.965 2.390 -4.209
H -2.103 4.908 -0.700
H -2.488 3.909 -2.784
H 1.795 -4.912 -1.022
H -3.667 -11.019 -3.555
H -5.153 -8.016 -2.234
H 0.091 8.315 0.161
H 3.190 2.193 -0.157
H 3.236 10.084 5.851
H 1.067 5.217 -1.647
H 1.732 2.452 -1.375
H -1.255 5.008 -4.867
H 1.238 5.750 6.009
H 0.712 0.867 1.088
H -3.693 -9.528 -0.026
H 2.808 -3.064 -0.100
H -0.137 6.687 -1.471
H -1.551 6.315 -3.541
H -0.192 -11.871 -3.459
H 2.979 11.478 0.377
H -0.020 4.435 5.324
H -0.835 3.514 -0.533
H -2.021 7.297 -0.436
H -2.118 6.298 0.986
H 2.829 4.527 1.584
H 1.002 -11.124 -1.731
H 0.665 -9.630 -0.885
H -0.850 5.979 2.736
H -1.301 -10.737 -4.190
H 2.451 -1.724 2.056
H -3.503 -9.450 -4.362
H 1.242 -2.316 -0.938
H -4.918 -10.301 -1.014
H -4.990 -9.891 -3.521
H -1.315 -10.745 0.144
H -0.916 1.866 -2.396
H -0.240 7.931 1.977
H 0.866 -9.620 -2.652
H 0.244 -6.625 1.320
H 0.600 2.809 -3.242
H 2.758 4.617 -0.299
H 2.004 6.844 0.829
H 2.065 7.782 5.301
H -3.419 -11.916 0.158
H -1.908 -12.106 -3.239
H -0.519 -6.150 -0.415
H 0.691 -1.269 1.528
H 1.890 4.577 3.573
H 4.345 12.512 4.928
H -3.416 -12.139 -1.578
H 0.181 5.593 -3.797
H 4.208 13.249 2.167

Properties
Net charge ... +1

Here are the Mulliken charges for atoms 1 to 6, given in e: atom 1 (P): 0.9093, atom 2 (O): -0.0773, atom 3 (O): -0.3193, atom 4 (O): -0.3034, atom 5 (O): -0.3460, atom 6 (O): -0.1851

| no. | HOMO energy (eV) | HOMO-LUMO gap (eV) |
| --- | --- | --- |
| 1 | -19.4 | 6.138 |
| 2 | -8.7 | 0.934 |